Computed, not measured: C3H6O in the gas phase, with ωB97M-V/def2-TZVPD.

Geometry as XYZ:
```
10
Properties=species:S:1:pos:R:3:forces:R:3
C 0.7334 -1.1815 0.3578 0.30 -0.97 1.44
C -0.0246 -0.1405 0.0350 1.55 -0.86 0.02
O -1.0421 0.2552 0.8096 -1.29 0.82 0.13
C 0.3052 0.7851 -1.0693 2.24 2.81 0.99
H 1.5417 -1.5712 -0.1645 1.29 0.48 -2.21
H 0.8851 -1.8331 1.2297 -1.81 0.78 0.46
H -1.4890 0.9856 0.3405 0.15 -0.44 0.59
H 1.3102 0.6860 -1.5515 -1.31 -0.75 -0.08
H -0.5095 1.0876 -1.6746 -0.78 -0.46 -1.31
H 0.5150 1.8245 -0.5971 -0.34 -1.40 -0.03
```
Positions in Å, forces in eV/Å.

spin multiplicity: 1
SMILES: C=C(C)O
E_tot: -5254.18508 eV
HOMO-LUMO gap: 9.564 eV
ΔE to the lowest compared entry with this formula, charge and spin: 145.62 kJ/mol
E_LUMO: 0.8 eV


Computed, not measured: 2 unconnected molecules or ions with the total composition C3H6O, with ωB97M-V/def2-TZVPD.

Geometry as XYZ:
```
10
Properties=species:S:1:pos:R:3:forces:R:3
C 0.5832 1.0302 -0.8863 -0.02 0.18 -0.11
C -0.7191 -0.5413 1.2933 0.00 -1.70 0.81
C -0.5407 -1.2885 0.2370 0.31 -0.35 -1.42
O -0.5322 -2.0507 -0.6397 -0.06 0.42 0.27
H 0.7762 0.0283 -1.2808 0.01 0.31 0.00
H 1.4542 1.3725 -0.3213 -0.12 0.02 -0.14
H 0.3627 1.7080 -1.7077 0.22 0.02 -0.08
H -0.0155 0.1773 1.7030 -0.48 -0.28 -0.11
H -0.2935 1.0206 -0.2386 0.23 0.15 -0.27
H -1.0753 -1.4564 1.8413 -0.10 1.22 1.04
```
Positions in Å, forces in eV/Å.

spin multiplicity: 1
SMILES: C=C=O.C
E_tot: -5253.85174 eV
HOMO-LUMO gap: 10.441 eV
ΔE to the lowest compared entry with this formula, charge and spin: 177.78 kJ/mol
E_LUMO: 0.9 eV


Computed, not measured: C3H6O in the gas phase, with ωB97M-V/def2-TZVPD.

Geometry as XYZ:
```
10
Properties=species:S:1:pos:R:3:forces:R:3
C 1.3193 0.6499 -0.0893 0.46 0.58 -0.48
C 0.1011 -0.1602 -0.3311 -1.80 0.33 0.71
C -0.9631 -0.1441 0.4836 -0.44 -0.62 -1.48
O -2.0879 -0.8389 0.0385 -0.56 -0.02 0.62
H 1.6878 0.4513 0.9095 -0.07 0.41 0.40
H 2.1396 0.2939 -0.7162 -0.08 0.42 -0.26
H 1.1147 1.7593 -0.2513 0.52 -1.41 0.20
H -0.1874 -0.6809 -1.2642 1.01 0.29 0.37
H -1.2502 0.4257 1.3655 0.81 0.00 -0.01
H -1.8739 -1.7560 -0.1449 0.15 0.02 -0.07
```
Positions in Å, forces in eV/Å.

spin multiplicity: 1
SMILES: C/C=C/O
E_tot: -5254.42068 eV
HOMO-LUMO gap: 9.990 eV
ΔE to the lowest compared entry with this formula, charge and spin: 122.89 kJ/mol
E_LUMO: 1.1 eV


Computed, not measured: C3H6O in the gas phase, with ωB97M-V/def2-TZVPD.

Geometry as XYZ:
```
10
Properties=species:S:1:pos:R:3:forces:R:3
C 0.7049 0.5076 -0.9101 -0.60 0.93 -0.32
C 0.2330 -0.4205 0.1560 1.13 -0.61 0.03
C -0.9429 -0.2016 0.9942 0.61 -0.90 0.64
H -0.0976 1.1873 -1.1984 -0.17 0.02 0.02
H 0.9518 -0.0347 -1.8183 0.37 -0.14 0.02
H 1.5271 1.1602 -0.5890 0.02 -0.46 -0.02
H 1.0789 -1.0568 0.5310 -1.03 0.43 0.01
H -1.5709 0.6695 0.9554 -0.10 0.31 -0.44
H -0.9091 -0.6766 1.9766 -0.21 0.06 -0.15
O -0.9751 -1.1342 -0.0975 -0.02 0.36 0.20
```
Positions in Å, forces in eV/Å.

spin multiplicity: 1
SMILES: C[C@H]1CO1
E_tot: -5254.35575 eV
HOMO-LUMO gap: 11.457 eV
ΔE to the lowest compared entry with this formula, charge and spin: 129.15 kJ/mol
E_LUMO: 1.2 eV


Computed, not measured: 2 unconnected molecules or ions with the total composition C3H6O, with ωB97M-V/def2-TZVPD.

Geometry as XYZ:
```
10
Properties=species:S:1:pos:R:3:forces:R:3
C -1.9200 -1.2814 -1.4257 -1.01 -1.50 -2.48
C 1.6697 1.0364 1.4085 1.84 1.29 0.87
C 0.8033 0.6197 0.5116 -1.45 1.44 -0.20
O -1.2332 -1.5392 -2.3952 -0.99 0.11 0.86
H -1.4714 -0.7672 -0.6295 0.38 0.92 1.69
H -3.0440 -1.5895 -1.3644 1.61 0.46 -0.05
H 2.5941 0.4845 1.6570 -0.85 -0.18 0.03
H 1.7017 2.0548 1.8749 -0.45 -0.91 -0.68
H -0.0143 1.4002 0.1807 1.42 -2.22 0.46
H 0.9141 -0.4181 0.1822 -0.50 0.58 -0.51
```
Positions in Å, forces in eV/Å.

spin multiplicity: 1
SMILES: C=C.C=O
E_tot: -5253.40604 eV
HOMO-LUMO gap: 11.053 eV
ΔE to the lowest compared entry with this formula, charge and spin: 220.78 kJ/mol
E_LUMO: 0.8 eV


Computed, not measured: a gas-phase ion, C3H6O (charge +1), with ωB97M-V/def2-TZVPD.

Geometry as XYZ:
```
10
Properties=species:S:1:pos:R:3:forces:R:3
O 1.5403 -0.1619 1.4008 -0.13 -0.47 -0.80
C 1.3137 -0.3631 0.2365 0.84 1.00 1.02
C 0.1624 0.1743 -0.5267 -1.81 -0.30 -0.58
C -1.1616 0.1703 0.2798 0.67 -0.32 -0.47
H 2.0620 -0.8983 -0.3732 0.38 -0.35 0.19
H 0.4169 1.1603 -0.9393 0.42 -0.07 0.26
H 0.0852 -0.5205 -1.3683 -0.01 0.27 -0.16
H -1.9205 0.6998 -0.2884 0.06 0.20 -0.01
H -1.4735 -0.8711 0.3174 -0.20 0.05 0.48
H -1.0249 0.6102 1.2615 -0.23 -0.01 0.08
```
Positions in Å, forces in eV/Å.

expectation value of S²: 0.758
spin multiplicity: 2
charge: +1
E_tot: -5245.24518 eV
HOMO-LUMO gap (alpha / beta): 11.663 / 8.054 eV
ΔE to the lowest compared entry with this formula, charge and spin: 127.51 kJ/mol
E_LUMO (alpha / beta): -6.5 / -10.1 eV


Computed, not measured: C3H6O2 in the gas phase, with ωB97M-V/def2-TZVPD.

Geometry as XYZ:
```
11
Properties=species:S:1:pos:R:3:forces:R:3
C 1.4768 -0.5454 -0.1031 0.03 -0.04 -0.01
C 0.1328 0.0869 -0.2243 -0.03 -0.29 0.23
O 0.0938 1.1700 -1.0435 -0.18 0.04 -0.01
C -0.9695 -0.3105 0.4143 0.34 -0.06 -0.03
O -2.1325 0.4390 0.2276 -0.06 0.07 0.19
H 2.2170 0.2206 0.1528 -0.10 -0.11 -0.03
H 1.4724 -1.3042 0.6837 -0.01 0.08 -0.15
H 1.7865 -1.0055 -1.0466 -0.05 0.07 0.09
H -2.1899 1.0317 0.9886 -0.25 -0.03 -0.15
H -0.8478 1.4156 -1.0844 0.22 0.10 -0.07
H -1.0396 -1.1982 1.0349 0.09 0.17 -0.06
```
Positions in Å, forces in eV/Å.

spin multiplicity: 1
SMILES: C/C(O)=C/O
E_tot: -7302.46271 eV
HOMO-LUMO gap: 9.381 eV
ΔE to the lowest compared entry with this formula, charge and spin: 117.27 kJ/mol
E_LUMO: 0.8 eV


Computed, not measured: C3H6O2 in the gas phase, with ωB97M-V/def2-TZVPD.

Geometry as XYZ:
```
11
Properties=species:S:1:pos:R:3:forces:R:3
C -1.4662 0.4604 0.5233 0.12 0.16 -0.04
C -0.2655 -0.2752 -0.0328 -0.02 0.02 0.01
O 0.7923 0.7013 -0.3742 0.98 -0.13 -0.42
C 1.8702 0.0576 -0.8755 0.08 -2.73 -0.29
O 1.8835 -1.1531 -0.9931 -1.47 -1.50 0.47
H -1.8743 1.1592 -0.2110 0.04 -0.04 0.09
H -2.2538 -0.2615 0.7801 0.27 0.12 -0.10
H -1.2047 1.0126 1.4293 -0.04 -0.03 -0.10
H -0.5198 -0.8406 -0.9352 0.10 0.18 0.15
H 0.1419 -0.9891 0.6903 -0.02 0.20 -0.15
H 2.8880 0.1273 -1.2871 -0.04 3.75 0.37
```
Positions in Å, forces in eV/Å.

spin multiplicity: 1
SMILES: CCOC=O
E_tot: -7301.75200 eV
HOMO-LUMO gap: 11.078 eV
ΔE to the lowest compared entry with this formula, charge and spin: 185.85 kJ/mol
E_LUMO: 1.0 eV


Copy entry 6 word for word.
Computed, not measured: a gas-phase ion, C3H6O (charge +1), with ωB97M-V/def2-TZVPD.

Geometry as XYZ:
```
10
Properties=species:S:1:pos:R:3:forces:R:3
O 1.5403 -0.1619 1.4008 -0.13 -0.47 -0.80
C 1.3137 -0.3631 0.2365 0.84 1.00 1.02
C 0.1624 0.1743 -0.5267 -1.81 -0.30 -0.58
C -1.1616 0.1703 0.2798 0.67 -0.32 -0.47
H 2.0620 -0.8983 -0.3732 0.38 -0.35 0.19
H 0.4169 1.1603 -0.9393 0.42 -0.07 0.26
H 0.0852 -0.5205 -1.3683 -0.01 0.27 -0.16
H -1.9205 0.6998 -0.2884 0.06 0.20 -0.01
H -1.4735 -0.8711 0.3174 -0.20 0.05 0.48
H -1.0249 0.6102 1.2615 -0.23 -0.01 0.08
```
Positions in Å, forces in eV/Å.

expectation value of S²: 0.758
spin multiplicity: 2
charge: +1
E_tot: -5245.24518 eV
HOMO-LUMO gap (alpha / beta): 11.663 / 8.054 eV
ΔE to the lowest compared entry with this formula, charge and spin: 127.51 kJ/mol
E_LUMO (alpha / beta): -6.5 / -10.1 eV


- Number 7 is which compound?
  C3H6O2